Record 1
Here is a 31-piece molecular cluster, C68H211N13O31 overall from the Open Molecules 2025 dataset. Energies are from ωB97M-V/def2-TZVPD.

Geometry as ORCA input:
```
! RIJCOSX wB97M-V def2-TZVPD def2/J DEFGRID3
* xyz 0 1
C -29.016 0.307 9.079
C -30.263 0.951 8.576
C -31.454 0.780 9.483
O -31.907 -0.565 9.387
C -33.037 -0.781 10.123
N -30.050 2.395 8.566
H -29.206 -0.642 9.510
H -28.601 0.924 9.953
H -28.236 0.241 8.277
H -30.555 0.472 7.665
H -32.193 1.483 9.289
H -31.073 1.075 10.532
H -33.836 -1.302 9.611
H -33.464 0.115 10.586
H -32.806 -1.387 10.972
H -30.491 2.804 7.746
H -29.034 2.637 8.530
C -33.526 -16.068 9.245
C -34.892 -15.434 9.429
C -35.137 -14.102 8.713
O -34.907 -14.279 7.283
C -35.780 -13.486 6.537
N -35.814 -16.523 9.025
H -33.492 -16.884 9.869
H -32.678 -15.439 9.486
H -33.420 -16.420 8.231
H -34.988 -15.176 10.499
H -34.436 -13.331 9.089
H -36.164 -13.740 8.893
H -35.613 -12.480 6.880
H -36.828 -13.726 6.842
H -35.570 -13.682 5.486
H -36.786 -16.341 9.242
H -35.786 -16.716 8.009
C -24.591 -7.809 10.100
C -25.994 -7.421 9.634
C -25.761 -6.723 8.332
O -27.007 -6.345 7.743
C -26.977 -6.504 6.361
N -26.802 -8.628 9.383
H -24.026 -8.366 9.332
H -24.732 -8.424 10.957
H -23.971 -6.989 10.404
H -26.397 -6.791 10.384
H -25.129 -7.272 7.582
H -25.158 -5.843 8.531
H -27.950 -6.320 6.006
H -26.654 -7.559 6.178
H -26.188 -5.850 5.862
H -27.694 -8.260 9.160
H -26.950 -9.041 10.296
C -32.512 -4.880 13.607
C -31.678 -3.663 13.940
C -32.457 -2.346 13.923
O -31.579 -1.254 13.670
C -31.897 -0.047 14.366
N -30.819 -3.820 15.143
H -33.348 -4.951 14.294
H -31.858 -5.766 13.576
H -32.932 -4.627 12.580
H -31.003 -3.560 13.110
H -33.028 -2.204 14.865
H -33.249 -2.359 13.156
H -31.648 -0.168 15.440
H -32.972 0.174 14.399
H -31.370 0.743 13.850
H -30.472 -2.873 15.342
H -31.539 -3.934 15.874
C -26.314 -2.887 7.534
C -25.670 -2.544 8.850
C -26.571 -2.993 9.979
O -27.651 -2.075 10.145
C -28.521 -2.377 11.209
N -24.361 -3.153 9.017
H -25.896 -2.405 6.591
H -27.416 -2.701 7.454
H -26.201 -3.986 7.354
H -25.441 -1.483 8.934
H -26.012 -3.053 10.926
H -26.955 -3.968 9.679
H -28.432 -3.464 11.544
H -29.518 -2.196 10.824
H -28.334 -1.816 12.098
H -24.428 -4.084 9.437
H -23.888 -3.300 8.123
C -36.438 -2.864 11.155
C -37.233 -4.152 11.412
C -37.829 -4.523 10.097
O -38.605 -5.688 10.420
C -38.770 -6.563 9.315
N -36.375 -5.218 11.923
H -37.111 -2.045 10.869
H -35.760 -3.054 10.296
H -35.871 -2.558 11.974
H -38.050 -4.005 12.120
H -37.173 -4.892 9.309
H -38.506 -3.794 9.662
H -38.897 -7.614 9.653
H -37.911 -6.561 8.675
H -39.666 -6.211 8.793
H -35.466 -4.975 11.575
H -36.633 -6.153 11.536
C -28.344 -12.304 2.005
C -27.524 -12.241 3.285
C -27.288 -10.787 3.605
O -26.548 -10.582 4.816
C -25.127 -10.483 4.468
N -28.224 -12.913 4.420
H -28.886 -13.270 1.953
H -27.730 -12.354 1.086
H -29.127 -11.545 1.991
H -26.618 -12.804 3.101
H -28.301 -10.408 3.718
H -26.915 -10.069 2.823
H -24.971 -9.781 3.696
H -24.737 -11.476 4.311
H -24.724 -10.047 5.324
H -27.540 -12.939 5.198
H -28.434 -13.894 4.260
C -29.182 -6.985 12.501
C -29.694 -7.587 11.180
C -31.147 -8.073 11.409
O -31.142 -9.067 12.399
C -32.436 -9.718 12.566
N -29.758 -6.359 10.219
H -29.387 -5.905 12.575
H -28.068 -7.057 12.440
H -29.564 -7.445 13.397
H -29.109 -8.454 10.818
H -31.543 -8.423 10.454
H -31.829 -7.313 11.802
H -32.329 -10.585 13.224
H -32.773 -10.127 11.570
H -33.209 -8.999 12.949
H -28.981 -5.751 10.460
H -29.650 -6.617 9.238
C -29.361 -11.103 8.886
C -29.259 -11.018 7.334
C -30.660 -10.980 6.671
O -31.267 -12.228 6.823
C -32.490 -12.370 6.063
N -28.613 -9.807 6.936
H -28.344 -11.087 9.193
H -29.759 -12.011 9.338
H -29.950 -10.335 9.381
H -28.782 -11.880 6.983
H -30.500 -10.752 5.613
H -31.391 -10.283 7.204
H -32.295 -12.033 5.027
H -33.273 -11.784 6.494
H -32.741 -13.435 6.066
H -27.760 -9.546 7.526
H -28.201 -9.948 6.029
C -35.187 -7.448 14.577
C -35.515 -6.587 15.816
C -34.305 -6.955 16.760
O -34.083 -8.334 16.913
C -34.848 -9.016 17.930
N -35.522 -5.200 15.415
H -35.062 -8.526 14.772
H -34.209 -7.042 14.242
H -35.939 -7.283 13.773
H -36.401 -6.960 16.403
H -34.361 -6.378 17.718
H -33.339 -6.548 16.341
H -34.263 -9.945 18.152
H -35.778 -9.391 17.534
H -35.075 -8.294 18.713
H -35.949 -4.582 16.116
H -36.040 -5.096 14.601
C -23.021 -11.803 8.794
C -24.256 -12.000 7.977
C -25.224 -12.858 8.798
O -26.441 -13.091 8.135
C -27.281 -13.917 8.873
N -24.824 -10.704 7.647
H -22.638 -12.712 9.181
H -23.216 -11.200 9.651
H -22.233 -11.357 8.183
H -24.114 -12.413 6.962
H -25.393 -12.376 9.781
H -24.812 -13.864 8.889
H -27.423 -13.531 9.903
H -26.878 -14.881 9.027
H -28.221 -13.932 8.313
H -25.085 -10.191 8.486
H -25.662 -10.847 7.114
C -30.362 -3.955 8.225
C -30.419 -2.909 7.120
C -29.894 -3.555 5.846
O -29.967 -2.493 4.895
C -29.535 -2.977 3.597
N -31.773 -2.449 6.839
H -30.686 -3.506 9.204
H -29.310 -4.251 8.334
H -30.957 -4.801 8.016
H -29.828 -2.045 7.337
H -30.481 -4.426 5.527
H -28.849 -3.915 5.996
H -30.359 -3.516 3.117
H -28.633 -3.613 3.759
H -29.238 -2.133 3.021
H -32.178 -1.776 7.519
H -31.886 -1.947 5.929
C -25.855 -14.217 13.090
C -26.865 -15.074 13.868
C -27.004 -16.448 13.368
O -27.945 -17.131 14.185
C -28.307 -18.398 13.612
N -26.586 -14.971 15.257
H -24.767 -14.477 13.306
H -25.977 -13.190 13.398
H -26.089 -14.271 11.967
H -27.861 -14.597 13.747
H -26.022 -16.890 13.451
H -27.341 -16.422 12.301
H -28.546 -18.451 12.534
H -29.230 -18.702 14.215
H -27.478 -19.043 13.823
H -25.608 -15.020 15.502
H -27.002 -15.744 15.754
O -33.011 -13.713 16.385
H -32.988 -14.458 17.000
H -32.344 -12.985 16.701
O -31.106 -12.080 17.477
H -30.256 -12.460 17.199
H -31.210 -11.160 17.085
O -31.408 -6.209 4.778
H -31.798 -6.493 3.951
H -32.154 -5.814 5.363
O -30.222 -16.258 15.627
H -30.766 -15.606 15.167
H -29.543 -16.524 15.008
O -32.974 -5.577 10.265
H -33.088 -5.100 9.411
H -31.985 -5.720 10.284
O -32.466 -8.160 8.432
H -32.774 -7.465 9.054
H -31.579 -7.933 8.073
O -30.191 -7.339 7.061
H -29.751 -8.192 6.964
H -30.392 -7.054 6.177
O -28.826 -10.737 13.485
H -29.649 -10.625 12.944
H -28.939 -11.522 14.060
O -28.727 -5.935 15.457
H -27.889 -5.552 15.219
H -29.393 -5.285 15.159
O -28.450 -12.698 16.360
H -27.713 -13.357 16.149
H -28.082 -12.018 16.934
C -35.723 -10.275 10.369
C -35.001 -9.300 9.550
O -34.516 -9.973 8.371
H -36.182 -9.827 11.295
H -35.025 -11.037 10.672
H -36.530 -10.666 9.758
H -34.107 -9.019 10.122
H -35.631 -8.339 9.310
H -33.703 -9.441 8.175
C -36.315 -13.051 14.654
C -35.170 -12.155 14.176
O -34.011 -12.861 13.770
H -37.167 -12.381 14.776
H -36.117 -13.474 15.656
H -36.706 -13.764 13.966
H -34.950 -11.369 14.864
H -35.522 -11.711 13.267
H -33.626 -13.424 14.494
C -35.981 -9.662 3.805
C -35.141 -9.871 5.090
O -35.814 -9.153 6.091
H -35.617 -10.185 2.964
H -36.009 -8.583 3.623
H -37.016 -9.971 4.014
H -34.123 -9.479 4.975
H -35.037 -10.922 5.335
H -35.374 -9.424 6.884
C -29.892 -16.283 8.358
C -30.516 -14.965 7.898
O -29.888 -14.798 6.585
H -30.406 -16.734 9.235
H -28.843 -16.121 8.569
H -29.973 -17.010 7.517
H -30.363 -14.132 8.532
H -31.595 -15.142 7.662
H -30.047 -13.871 6.324
C -34.924 -6.114 5.343
C -34.631 -4.815 6.140
O -33.178 -4.751 6.212
H -34.784 -5.986 4.270
H -35.968 -6.472 5.562
H -34.243 -6.803 5.756
H -34.969 -5.011 7.168
H -35.101 -3.890 5.743
H -32.810 -3.901 6.583
C -29.312 -8.846 16.670
C -30.708 -8.465 16.178
O -31.655 -9.412 16.579
H -29.357 -8.992 17.725
H -28.626 -7.977 16.507
H -28.795 -9.730 16.247
H -30.664 -8.438 15.076
H -30.977 -7.465 16.519
H -32.553 -8.991 16.550
C -31.035 -13.933 11.343
C -31.962 -13.069 10.624
O -33.357 -13.278 10.969
H -29.958 -13.781 11.003
H -31.186 -14.979 11.104
H -31.012 -13.686 12.428
H -31.977 -13.174 9.583
H -31.751 -12.029 10.856
H -33.407 -13.050 11.893
C -25.891 -8.996 14.123
C -25.626 -10.170 13.148
O -26.541 -10.211 12.007
H -26.960 -8.977 14.337
H -25.654 -8.048 13.598
H -25.391 -9.082 15.118
H -25.559 -11.206 13.671
H -24.667 -9.963 12.594
H -27.385 -10.428 12.354
*
```

For the LUMO energy, the calculation gives 0.497 eV. As for the calculated total energy: -5761.3503 a.u.

These are the Löwdin partial charges, in e, on atoms 1 to 99: C -0.0672; C -0.4641; C -0.1999; O -0.1819; C -0.1333; N 0.0331; H 0.0219; H 0.1191; H 0.1041; H 0.1263; H 0.0967; H 0.1562; H 0.0786; H 0.0981; H 0.0648; H 0.0742; H 0.0882; C -0.0641; C -0.4002; C -0.1618; O -0.2223; C -0.1316; N 0.0279; H 0.0530; H 0.0401; H 0.0797; H 0.1353; H 0.1081; H 0.1202; H 0.0609; H 0.0976; H 0.0960; H 0.0589; H 0.0818; C -0.0410; C -0.4007; C -0.2122; O -0.2092; C -0.1238; N 0.0903; H 0.0845; H 0.0437; H 0.0739; H 0.1187; H 0.1405; H 0.0939; H 0.0547; H 0.0919; H 0.1084; H 0.0306; H 0.0403; C -0.0494; C -0.4312; C -0.2074; O -0.2072; C -0.0972; N 0.0548; H 0.0397; H 0.0768; H 0.0861; H 0.1154; H 0.1309; H 0.1111; H 0.0908; H 0.0836; H 0.0830; H 0.0847; H 0.0918; C -0.0576; C -0.4453; C -0.1916; O -0.2135; C -0.1039; N 0.0314; H 0.1003; H 0.0735; H 0.0614; H 0.1358; H 0.1361; H 0.1127; H 0.0996; H 0.0662; H 0.0790; H 0.0540; H 0.0794; C -0.0518; C -0.4325; C -0.2073; O -0.2157; C -0.1004; N 0.0696; H 0.0886; H 0.0840; H 0.0434; H 0.1397; H 0.1108; H 0.1298; H 0.0976; H 0.0616

=====

Record 2
Here is C68H56Cl4HgN8O3PS as an isolated structure from the Open Molecules 2025 dataset. Energies are from ωB97M-V/def2-TZVPD.

Geometry as ORCA input:
```
! RIJCOSX wB97M-V def2-TZVPD def2/J DEFGRID3
* xyz 0 2
Hg -0.740 -0.815 1.546
O -4.560 2.503 7.677
N -3.712 2.784 6.821
O -3.338 3.951 6.635
C -3.191 1.740 6.045
C -3.726 0.468 6.273
C -3.321 -0.642 5.543
C -3.843 -1.947 5.761
C -3.396 -2.982 4.990
C -2.432 -2.729 4.001
N -1.920 -1.533 3.779
C -2.341 -0.498 4.514
C -1.769 0.801 4.273
N -0.843 0.895 3.304
C -0.225 2.053 3.104
C -0.516 3.185 3.838
C -1.501 3.133 4.804
C -2.168 1.921 5.057
H -4.483 0.366 7.035
H -4.582 -2.095 6.537
H -3.764 -3.988 5.125
H -2.058 -3.527 3.373
H 0.531 2.067 2.333
H 0.027 4.098 3.652
H -1.758 4.016 5.365
C 1.620 -7.632 -0.638
C 0.924 -7.013 -1.813
C 0.880 -7.665 -3.035
C 0.292 -7.080 -4.146
C -0.252 -5.814 -4.037
C -0.226 -5.147 -2.826
C 0.341 -5.740 -1.702
N 0.402 -5.095 -0.466
C -0.201 -3.912 -0.047
N -1.491 -3.789 -0.443
C -2.554 -2.923 -0.131
C -2.446 -1.755 0.630
C -3.613 -1.042 0.905
C -4.845 -1.438 0.426
C -4.929 -2.565 -0.368
C -3.802 -3.316 -0.658
C -3.964 -4.531 -1.532
N 0.425 -3.103 0.736
C 1.770 -3.380 1.032
C 2.752 -3.321 0.042
C 4.065 -3.638 0.332
C 4.415 -3.997 1.622
C 3.449 -4.031 2.613
C 2.123 -3.735 2.341
C 1.069 -3.826 3.397
H 1.990 -8.622 -0.894
H 0.951 -7.720 0.218
H 2.473 -7.020 -0.335
H 1.321 -8.648 -3.121
H 0.281 -7.601 -5.093
H -0.686 -5.334 -4.901
H -0.616 -4.143 -2.760
H 1.231 -5.320 0.069
H -1.804 -4.606 -0.952
H -3.560 -0.150 1.514
H -5.732 -0.870 0.663
H -5.883 -2.868 -0.773
H -4.997 -4.592 -1.865
H -3.738 -5.452 -0.992
H -3.335 -4.483 -2.422
H 2.477 -3.030 -0.962
H 4.812 -3.601 -0.448
H 5.437 -4.256 1.853
H 3.724 -4.312 3.620
H 1.516 -4.036 4.366
H 0.357 -4.617 3.158
H 0.510 -2.890 3.460
Cl 2.336 -0.434 2.993
C 3.569 -0.570 1.794
C 4.842 -1.001 2.123
C 5.812 -1.058 1.135
C 5.502 -0.714 -0.169
C 4.227 -0.289 -0.495
C 3.249 -0.199 0.489
P 1.590 0.523 0.200
C 1.483 0.290 -1.608
C 0.842 -0.863 -2.052
C 0.779 -1.150 -3.403
C 1.364 -0.289 -4.319
C 1.985 0.870 -3.883
C 2.042 1.165 -2.531
C 2.044 2.292 0.412
C 3.240 2.727 0.975
C 3.401 4.056 1.329
C 2.368 4.963 1.165
C 1.181 4.542 0.587
C 1.032 3.226 0.191
H 5.073 -1.275 3.141
H 6.813 -1.372 1.386
H 6.255 -0.757 -0.941
H 3.995 -0.010 -1.514
H 0.380 -1.516 -1.325
H 0.279 -2.044 -3.746
H 1.330 -0.518 -5.374
H 2.436 1.539 -4.599
H 2.521 2.073 -2.193
H 4.044 2.032 1.163
H 4.335 4.382 1.761
H 2.476 5.984 1.503
H 0.361 5.235 0.471
H 0.108 2.896 -0.252
Cl -3.168 8.911 -0.353
C -2.684 7.558 -1.300
C -1.471 6.931 -1.046
C -1.101 5.847 -1.816
C -1.908 5.367 -2.840
C -1.466 4.170 -3.657
C -2.284 2.904 -3.306
N -2.200 2.513 -1.928
C -2.749 3.144 -0.844
C -2.413 2.392 0.245
N -1.674 1.318 -0.150
C -1.572 1.419 -1.451
O -0.098 3.877 -3.488
C 0.747 4.704 -4.272
C 2.179 4.474 -3.905
C 3.153 4.070 -4.777
Cl 2.972 3.758 -6.452
S 4.707 3.905 -4.023
C 4.034 4.392 -2.515
C 2.707 4.662 -2.604
C -3.117 6.019 -3.079
Cl -4.168 5.484 -4.347
C -3.512 7.106 -2.316
H -0.829 7.294 -0.256
H -0.165 5.340 -1.643
H -1.673 4.383 -4.721
H -1.898 2.081 -3.912
H -3.329 3.092 -3.573
H -3.322 4.043 -0.934
H -2.652 2.554 1.277
H -1.052 0.728 -2.082
H 0.495 5.763 -4.103
H 0.594 4.477 -5.337
H 4.664 4.444 -1.651
H 2.113 4.980 -1.768
H -4.454 7.593 -2.510
*
```

For the LUMO energy (spin up / spin down), the calculation gives 0.123 / 0.123 eV. The calculation puts the energy above the lowest of the compared OMol25 structures with the same formula, charge and spin at 1.1 kJ/mol. As for the calculated total energy: -6022.3151 a.u.

These are the Löwdin partial charges, in e, on atoms 1 to 99: Hg 1.0454; O -0.0180; N -0.3936; O -0.0302; C -0.1253; C 0.0208; C -0.1533; C -0.0134; C -0.0612; C -0.1619; N 0.0397; C -0.1766; C -0.1509; N 0.0273; C -0.1808; C -0.0474; C 0.0147; C -0.0512; H 0.1118; H 0.1146; H 0.0995; H 0.0934; H 0.0510; H 0.0999; H 0.0961; C -0.0377; C -0.2115; C -0.0462; C -0.0921; C -0.0874; C -0.0413; C -0.1976; N 0.1387; C -0.3663; N 0.1364; C -0.2221; C -0.2237; C -0.1695; C -0.0890; C -0.0625; C -0.2215; C -0.0476; N 0.0968; C -0.2841; C -0.0407; C -0.0971; C -0.1034; C -0.0517; C -0.2491; C -0.0481; H 0.0800; H 0.0878; H 0.0831; H 0.1104; H 0.1008; H 0.1028; H 0.0944; H 0.1181; H 0.0999; H 0.0776; H 0.1012; H 0.1052; H 0.0776; H 0.0885; H 0.0765; H 0.1142; H 0.1081; H 0.1065; H 0.1129; H 0.0824; H 0.0832; H 0.0388; Cl 0.7505; C -0.6596; C -0.1038; C -0.0814; C -0.0786; C -0.0722; C -0.4037; P 1.0677; C -0.3825; C -0.1275; C -0.0713; C -0.0656; C -0.0579; C -0.0801; C -0.3529; C -0.0653; C -0.0720; C -0.0733; C -0.0969; C -0.1117; H 0.1149; H 0.1113; H 0.1080; H 0.1038; H 0.0727; H 0.0948; H 0.1059

=====

What are the max |F| values for these records? In order: 3.711, 0.855 eV/A.